Record 1
Below is a molecular structure, C11H16BNO2 at a distorted geometry, with properties calculated with ωB97M-V/def2-TZVPD.

Geometry as ORCA input:
```
! wB97M-V def2-TZVPD RIJCOSX def2/J DEFGRID3
* xyz 0 1
N -0.22969 1.96777 -0.13153
H -3.54367 -3.18411 -0.16794
C 3.53942 -0.74368 0.49253
C 3.43812 -1.79634 -0.40880
O -2.25395 -1.82173 0.63998
H -2.01888 -3.62337 -0.46418
O -3.22731 0.04894 -0.31490
H -2.05439 1.14259 1.85010
H -2.54376 -2.26558 -1.39631
C 1.10933 -1.20658 -0.74517
C -2.64341 -2.78449 -0.42232
H -1.57014 3.60931 -0.73106
C 0.81292 2.78491 -0.65141
H -2.34242 1.95470 -0.22982
C -1.50905 2.66900 -0.01813
C 2.43669 0.06679 0.79918
C -1.66622 0.18985 1.48419
C -2.56695 -0.49361 0.53736
H 4.35881 -0.72769 1.16705
C 1.19155 -0.09529 0.19652
C 2.22262 -1.99718 -1.03338
B -0.03687 0.75346 0.38754
H -1.44102 -0.42142 2.38422
H 0.56225 3.78587 -0.44172
H -1.63329 3.07038 0.99724
H 2.64676 0.77170 1.62781
H 0.12930 -1.28817 -1.20626
H 1.62869 2.38681 -0.17878
H 0.99157 2.58144 -1.72796
H 1.98898 -2.92976 -1.62449
H 4.22403 -2.40452 -0.66955
*
```

For the energy above the lowest of the compared OMol25 structures with the same formula, charge and spin, the calculation gives 2.220 eV. As for the gap between HOMO and LUMO: 9.64 eV. As for the electronic energy: -658.79295 a.u. Its HOMO energy is -8.975 eV.

---

Record 2
Below is 4 unconnected molecules or ions with the total composition C11H16Cl2O9 at a distorted geometry, with properties calculated with ωB97M-V/def2-TZVPD.

Geometry as ORCA input:
```
! wB97M-V def2-TZVPD RIJCOSX def2/J DEFGRID3
* xyz 0 1
H -0.27849 -4.73309 -4.35222
O 1.57811 -3.76363 -4.17774
C -3.03705 2.81836 4.08506
C 0.79473 -4.91044 -4.30287
O 0.87219 4.24492 -1.79437
C -0.40768 4.27555 -2.19793
O 3.08645 -2.96895 -2.68464
H -0.69285 2.39350 0.34390
O 2.05348 -4.91287 -2.33429
Cl 2.27493 0.55561 0.70366
H 1.60153 3.74198 0.09537
C 2.28795 -3.77678 -3.00780
C 1.10518 -5.72540 -3.01790
O -2.05891 2.73188 3.07303
H -4.04243 2.62266 3.70994
C 0.98009 -0.45287 0.00380
C -0.45806 3.32851 -0.17652
H 1.52256 -6.70040 -3.24954
H 0.23476 -5.83026 -2.37383
H 1.21231 2.33730 -1.03573
C 0.96948 3.33514 -0.68459
H 0.91288 -0.05231 -1.00445
O -1.24197 3.72735 -1.27347
H 2.01834 -2.19730 -0.51433
O -0.77827 4.72053 -3.23109
H -3.10938 3.85206 4.44343
C -2.48011 1.94770 5.19700
O -0.37069 1.36419 2.58838
C 1.14765 -1.94526 0.09583
Cl 1.47762 -2.62854 1.67789
H -0.54093 3.98026 0.70776
H -3.28689 1.41675 5.70730
H -2.04275 2.53034 6.01029
H 0.29106 -2.47844 -0.30958
C -1.21911 1.72198 3.33755
O -1.50564 1.15535 4.53073
H 0.07812 -0.15658 0.54500
H 1.05182 -5.56883 -5.13306
*
```

For the energy above the lowest of the compared OMol25 structures with the same formula, charge and spin, the calculation gives 0.914 eV. Its structure (SMILES) is O=C1OCCO1.O=C1OCCO1.O=C1OCCO1.ClCCCl. As for the gap between HOMO and LUMO: 10.78 eV. As for the electronic energy: -2026.29936 a.u. Its HOMO energy is -10.364 eV.

---

Record 3
Below is a molecular structure, C11H16Cl3NOSZr at a distorted geometry, with properties calculated with ωB97M-V/def2-TZVPD.

Geometry as ORCA input:
```
! wB97M-V def2-TZVPD RIJCOSX def2/J DEFGRID3
* xyz -2 1
N -0.16552 0.30656 6.00629
C -1.40841 -0.33822 -1.13137
H -1.34557 -3.27122 -1.71956
S 2.20839 0.93052 4.57225
C -0.56500 0.79536 -1.30240
H 2.83699 0.79110 -0.78819
C 0.82231 0.57144 5.39107
C -1.02205 2.18098 -1.50765
H -3.31500 -1.17737 -0.80940
C -0.58797 -1.46715 -0.87965
Cl 0.86016 -1.44553 2.43663
H -3.08169 -0.54011 -2.45534
H 1.80881 2.22753 -1.20988
H -1.99437 -2.86040 -0.13184
Zr 0.29816 0.93054 2.67768
C 0.79479 0.35956 -1.19870
H 2.32307 -2.39087 -1.49292
H 2.76230 -1.26595 -0.18492
C -1.08288 -2.85056 -0.73945
H -3.30778 0.59530 -1.10459
C 0.77334 -1.03420 -0.89582
H 1.72425 -2.62557 0.15692
H -0.29234 2.91851 -1.14682
H 2.31548 1.14940 -2.47833
C 2.01165 1.16799 -1.41835
Cl -1.96955 0.14944 2.02098
O 1.56329 1.50705 1.31769
C -2.86355 -0.36469 -1.38892
Cl -0.51610 3.28007 2.41195
H -1.95099 2.33814 -0.94876
C 1.95072 -1.87059 -0.60305
H -0.31855 -3.48162 -0.27585
H -1.22698 2.38829 -2.56615
H 1.96058 2.39630 1.38647
*
```

For the energy above the lowest of the compared OMol25 structures with the same formula, charge and spin, the calculation gives 0.000 eV. As for the gap between HOMO and LUMO: 4.07 eV. As for the electronic energy: -2384.79505 a.u. Its HOMO energy is 0.633 eV.

---

Record 4
Below is C11H16ClN3O6S in the gas phase at a distorted geometry, with properties calculated with ωB97M-V/def2-TZVPD.

Geometry as ORCA input:
```
! wB97M-V def2-TZVPD RIJCOSX def2/J DEFGRID3
* xyz 0 1
C -1.08520 0.63496 0.56615
H -2.62438 0.23174 -0.92567
N 1.25881 -1.92879 1.36053
C 1.85924 -3.17591 1.38334
H 0.75499 -2.65126 4.14051
C 0.09081 0.37024 -0.33411
C -2.36393 1.03964 -0.21673
H 3.61075 -4.14627 0.92456
C 3.09740 -0.98675 0.09473
O -0.71615 3.19274 -4.10011
N 2.97780 -3.38260 0.65033
H -1.92360 3.14115 -0.62912
H -3.59865 0.56099 1.24723
C -0.69731 1.96121 -1.97982
Cl 3.77964 0.32174 -0.79555
H -0.07940 -4.03237 4.46828
H -3.96153 2.32030 -1.57509
O -1.63099 -0.49887 1.33724
C 1.85272 -0.86560 0.63482
H 1.79396 0.97421 0.16543
H -0.93877 -0.90265 1.79962
C 0.19643 -3.45642 3.60380
H -1.70611 3.25340 -4.09323
S 1.18990 -4.44354 2.51155
H -0.61779 4.01093 -2.14000
C -2.00716 2.22433 -1.23248
N 1.19566 0.27914 0.52202
O -3.17252 2.21892 -2.11624
H -0.72308 -3.09512 3.06360
H 0.84060 3.19861 -2.82666
C 3.65114 -2.30390 0.19574
H -0.03923 -0.47392 -0.92822
H -0.78929 1.48951 1.30600
O 4.79361 -2.34355 -0.21057
O 0.34952 1.56766 -1.08426
H -0.92325 1.18579 -2.67324
O -3.45906 1.33414 0.66906
C -0.23562 3.17618 -2.78341
*
```

For the energy above the lowest of the compared OMol25 structures with the same formula, charge and spin, the calculation gives 1.986 eV. Its structure (SMILES) is CSc1nc(N[C@@H]2O[C@H](CO)[C@@H](O)[C@H](O)[C@H]2O)c(Cl)c(=O)[nH]1. As for the gap between HOMO and LUMO: 8.64 eV. As for the electronic energy: -1902.78124 a.u. Its HOMO energy is -8.645 eV.

---

Record 5
Below is 2 unconnected molecules or ions with the total composition C11H16ClP at a distorted geometry, with properties calculated with ωB97M-V/def2-TZVPD.

Geometry as ORCA input:
```
! wB97M-V def2-TZVPD RIJCOSX def2/J DEFGRID3
* xyz 0 1
C 1.76438 0.23464 0.25689
H -1.74199 1.92669 0.25700
H 1.17767 -1.76037 0.78937
C 1.03879 -0.70523 -2.42965
H -1.22416 -2.34807 -1.07256
C 2.16419 -1.16744 0.80253
H -3.69646 1.43555 0.94485
C -3.68297 -0.80188 0.53832
H 2.50733 -1.19913 1.91088
C -3.21951 0.48327 0.61165
C 0.95079 0.89313 1.37907
H 0.56304 1.96313 1.20267
Cl -0.10509 3.79826 -0.15266
H 2.89357 -1.77406 0.19732
H 2.03882 2.14552 -0.39664
C -1.22769 -0.16691 -0.54007
C -1.96011 0.84932 0.08560
C -1.69013 -1.45894 -0.64243
H 0.26105 0.11688 1.61362
H 1.80694 0.85282 2.06881
C 2.73831 1.21687 -0.20983
H 3.27033 0.93631 -1.16106
H -4.55319 -1.08222 1.03907
H -3.24064 -2.76028 -0.47818
H 1.93398 -0.56952 -2.92077
C -2.93743 -1.73944 -0.10419
P 0.47954 0.21602 -1.11082
H 0.14248 -1.06849 -2.91759
H 3.54817 1.53356 0.43881
*
```

For the energy above the lowest of the compared OMol25 structures with the same formula, charge and spin, the calculation gives 2.527 eV. As for the gap between HOMO and LUMO (alpha / beta): 5.84 / 5.84 eV. As for the electronic energy: -1230.12969 a.u. Its HOMO energy (alpha / beta) is -8.000 / -8.001 eV.

---

Record 6
Below is a molecular structure, C11H16CrN5O3S, with properties calculated with ωB97M-V/def2-TZVPD.

Geometry as ORCA input:
```
! wB97M-V def2-TZVPD RIJCOSX def2/J DEFGRID3
* xyz 2 4
H 2.65396 -2.01741 -3.15577
C -2.10438 3.38282 0.02822
Cr 0.41895 -0.20559 0.16828
H 2.98113 -0.56337 -2.20519
N -2.48092 0.52635 0.01655
H -3.95867 -2.17373 0.91767
C 2.95148 -1.65248 -2.17382
C 2.57965 2.00657 0.27427
O 3.56468 -2.41332 0.63093
N 1.27889 1.73008 0.22398
C 0.39801 2.74856 0.06360
H 2.56274 -4.20584 -1.10964
C 2.17374 4.33845 -0.00420
H -4.65440 -0.72286 0.29731
H -1.86998 4.15804 0.75679
N -3.82970 -1.23344 0.57457
H -2.15522 3.85577 -0.95635
C -1.03641 2.34872 0.03032
H 0.08762 4.85400 -0.17409
H 3.94331 -2.04482 -1.95276
H -3.08492 2.98642 0.27794
N -1.22206 1.07668 0.01887
H 2.51762 5.36016 -0.09416
H -3.25873 1.05729 -0.34664
C -2.61092 -0.72940 0.51881
C 1.64852 -3.62467 -1.22057
O 2.02479 -0.96737 0.98034
H 3.24495 1.16829 0.43061
N 2.59464 -1.87189 0.26257
O 0.77053 -1.39787 -1.15599
C 1.92916 -2.13976 -1.17007
H 4.13244 3.48123 0.21079
H 1.21911 -3.83457 -2.19904
S -1.26941 -1.62052 1.05829
C 0.80395 4.05524 -0.04980
C 3.06720 3.30568 0.16233
H 0.93205 -3.91212 -0.45255
*
```

As for the gap between HOMO and LUMO (alpha / beta): 7.77 / 8.33 eV. As for the electronic energy: -2370.34978 a.u. Its HOMO energy (alpha / beta) is -15.960 / -16.192 eV.